Record 1
A molecular structure, C36H32EuIN10O at a distorted geometry. Source: the OMol25 dataset; level of theory: ωB97M-V/def2-TZVPD.

CARTESIAN COORDINATES (ANGSTROEM)
Eu  -0.780  0.651  -1.132
I  -4.369  0.951  -1.417
O  -1.828  2.509  -2.259
N  -1.283  -2.512  2.306
N  2.524  -3.122  4.266
N  1.636  0.769  -2.130
N  0.424  -3.096  3.832
N  1.297  0.154  -8.961
N  -1.314  -0.938  0.782
N  1.621  -3.699  3.590
N  -1.178  2.176  0.942
N  -2.522  4.013  -3.774
N  1.140  0.935  0.497
C  -2.470  -1.836  2.472
C  3.377  0.378  1.089
C  -0.273  -1.133  5.296
C  -0.962  2.010  3.313
C  -0.693  -0.925  -4.069
C  -0.674  0.418  -6.098
C  0.326  -0.395  -6.635
C  0.287  -1.744  -4.641
C  -4.188  2.603  -2.765
C  -0.470  1.816  2.030
C  -0.631  -1.965  1.259
C  -2.206  2.593  3.489
C  3.951  -0.394  -3.141
C  -2.740  3.035  -2.907
C  1.889  0.747  -3.441
C  2.360  0.511  0.151
C  -0.761  -3.555  3.175
C  0.584  -2.078  4.733
C  3.717  -0.352  -1.774
C  3.104  0.684  2.410
C  -1.173  0.146  -4.840
C  3.040  0.205  -3.990
C  1.682  -0.253  6.456
C  1.843  1.136  2.762
C  0.879  1.256  1.771
C  -2.354  2.779  1.127
C  2.579  0.279  -1.297
C  2.526  -1.181  5.887
C  0.705  -2.420  0.791
C  -2.915  3.003  2.372
C  1.960  -2.101  5.003
C  -2.485  -0.875  1.517
C  0.785  -1.491  -5.904
C  0.307  -0.228  6.162
C  0.864  -0.104  -7.928
C  -1.248  -1.186  -2.721
H  0.765  -3.508  0.764
H  -2.606  2.745  4.482
H  -2.862  3.115  0.233
H  4.369  0.062  0.806
H  1.531  -2.141  -6.344
H  -0.931  -2.180  -2.390
H  -3.879  3.484  2.453
H  -0.317  0.515  6.644
H  -1.539  -3.824  3.888
H  4.431  -0.795  -1.095
H  1.142  1.192  -4.085
H  3.880  0.601  3.159
H  -1.585  4.356  -3.931
H  -2.342  -1.213  -2.800
H  -3.238  -0.121  1.351
H  -1.969  0.761  -4.432
H  1.495  -2.071  1.461
H  -1.055  1.245  -6.684
H  -1.333  -1.114  5.084
H  -3.268  4.450  -4.291
H  3.196  0.232  -5.058
H  -0.479  -4.432  2.595
H  4.840  -0.871  -3.530
H  -3.186  -2.089  3.235
H  -4.593  2.285  -3.723
H  3.582  -1.218  6.117
H  0.642  -2.608  -4.091
H  -4.807  3.412  -2.382
H  0.897  -2.036  -0.210
H  2.076  0.471  7.156
H  1.638  1.411  3.786
H  -0.384  1.708  4.175

Computed properties:
Spin multiplicity: 7
Net charge: +2
ΔE to the lowest compared entry with this formula, charge and spin: 7.6313 eV
Highest occupied orbital energy (spin up / spin down): -10.260 / -12.830 eV
<S²>: 12.050
Frontier orbital gap (spin up / spin down): 4.872 / 3.507 eV

Mulliken population analysis, charges in e, atoms 1 to 5: number 1, Eu, carries 1.301; number 2, I, carries 0.149; number 3, O, carries -0.616; number 4, N, carries 0.263; number 5, N, carries -0.561

***

Record 2
A single C19H24ClN3O5S molecule. Source: the OMol25 dataset; level of theory: ωB97M-V/def2-TZVPD.

CARTESIAN COORDINATES (ANGSTROEM)
Cl  3.054  -2.009  0.898
S  -2.304  1.772  -0.307
O  -3.303  2.012  0.697
O  1.898  3.164  -1.336
O  -1.377  -2.129  -3.089
O  0.241  1.892  -2.180
O  -2.142  2.739  -1.349
N  -0.307  -0.969  -1.466
N  0.659  0.933  2.129
N  -2.682  0.265  -0.944
C  1.005  1.218  -4.371
C  -1.299  -1.171  -2.350
C  0.440  -2.451  0.293
C  -0.658  0.914  1.770
C  0.680  -1.958  -1.111
C  -1.123  -3.297  1.934
C  1.401  1.515  1.145
C  -0.841  -2.858  0.654
C  1.432  -2.496  1.266
C  0.482  2.357  -3.508
C  1.185  0.447  3.375
C  1.163  -2.939  2.553
C  -0.763  1.459  0.510
C  -0.118  -3.339  2.887
C  -2.329  -0.037  -2.316
C  0.551  1.844  0.106
C  -1.721  0.366  2.648
C  0.974  2.400  -1.187
C  2.868  1.709  1.246
H  0.573  -2.782  -1.825
H  -2.683  0.687  2.261
H  1.681  -1.531  -1.206
H  -1.685  -0.724  2.665
H  2.205  0.097  3.228
H  1.968  0.876  -3.999
H  1.957  -2.972  3.282
H  -2.124  -3.614  2.187
H  -3.608  -0.012  -0.663
H  0.311  0.381  -4.361
H  -3.197  -0.327  -2.913
H  -0.327  -3.686  3.887
H  3.121  2.269  2.145
H  -1.888  0.865  -2.748
H  1.203  3.179  -3.467
H  0.577  -0.382  3.732
H  -1.618  -2.829  -0.094
H  1.190  1.238  4.129
H  1.128  1.564  -5.394
H  3.206  2.271  0.381
H  -0.360  -0.139  -0.892
H  -1.611  0.734  3.666
H  3.391  0.753  1.276
H  -0.477  2.730  -3.879

Computed properties:
SMILES: CCOC(=O)c1c(S(=O)(=O)NCC(=O)NCc2ccccc2Cl)c(C)n(C)c1C
ΔE to the lowest compared entry with this formula, charge and spin: 0.2565 eV
Highest occupied orbital energy: -8.715 eV
Frontier orbital gap: 9.188 eV

natural (NBO) population analysis, charges in e, atoms 1 to 5: number 1, Cl, carries -0.002; number 2, S, carries 2.341; number 3, O, carries -0.950; number 4, O, carries -0.605; number 5, O, carries -0.629

***

Record 3
A molecular structure, C42H30KN10O. Source: the OMol25 dataset; level of theory: ωB97M-V/def2-TZVPD.

CARTESIAN COORDINATES (ANGSTROEM)
K  -0.437  -1.340  0.874
O  3.266  0.745  -3.258
N  2.042  -0.256  3.718
N  -2.608  -1.154  2.284
N  0.896  0.653  1.813
N  -3.789  -0.132  0.504
N  -2.149  -2.486  4.222
N  0.436  2.062  -0.047
N  0.806  -1.839  -1.828
N  -1.758  1.141  0.593
N  -0.167  -1.247  3.559
N  2.123  1.852  -4.811
C  0.951  0.165  -3.288
C  0.911  -3.971  7.143
C  2.327  -2.357  6.015
C  1.428  -0.743  -2.206
C  3.574  3.722  -4.097
C  0.988  1.730  -7.022
C  2.182  0.944  -3.790
C  3.065  3.487  0.887
C  -0.257  -2.286  -2.486
C  -0.751  -1.708  -3.764
C  4.732  3.143  2.613
C  -2.770  -0.644  -2.361
C  1.881  0.593  2.729
C  -0.724  1.400  -0.357
C  0.030  -2.721  5.322
C  -4.917  -1.426  2.272
C  4.253  3.854  1.514
C  -2.938  -1.948  3.324
C  -2.255  0.180  -1.442
C  -2.034  -0.763  -3.660
C  2.388  2.395  1.392
C  -0.333  1.065  -2.897
C  0.064  -0.525  -4.351
C  -6.610  -2.851  3.902
C  -0.841  -2.156  4.297
C  2.866  1.683  2.483
C  -2.645  0.411  -0.013
C  -1.017  0.914  -1.595
C  -1.138  0.420  -4.066
C  3.360  2.584  -5.085
C  -6.270  -1.393  1.996
C  -0.159  -3.678  6.314
C  -3.732  -0.810  1.616
C  4.040  2.044  3.116
C  2.142  -3.318  6.995
C  -4.410  -2.156  3.343
C  1.129  1.713  0.988
C  1.257  -2.069  5.175
C  -5.245  -2.878  4.176
C  1.076  -1.135  4.065
C  0.979  2.274  -5.599
C  -7.116  -2.119  2.829
H  -0.087  2.116  -3.060
H  5.659  3.453  3.080
H  3.667  3.323  -3.088
H  -3.668  -1.217  -2.162
H  -6.649  -0.819  1.160
H  3.271  -1.839  5.897
H  4.196  1.889  -5.042
H  -8.184  -2.118  2.645
H  4.485  4.275  -4.336
H  -7.293  -3.406  4.533
H  2.958  -3.568  7.663
H  0.899  0.643  -7.032
H  -2.709  -1.014  -4.480
H  0.151  2.147  -7.585
H  0.062  1.998  -5.102
H  4.400  1.484  3.969
H  -0.856  -3.024  -1.965
H  -0.917  -2.502  -4.495
H  -4.842  -3.439  5.008
H  -1.570  1.098  -4.800
H  0.981  3.369  -5.628
H  2.681  4.030  0.032
H  0.496  -0.691  -5.336
H  3.292  2.966  -6.105
H  2.313  -0.457  -1.657
H  2.738  4.424  -4.117
H  4.815  4.703  1.144
H  0.797  -4.715  7.923
H  1.908  1.996  -7.546
H  -1.116  -4.170  6.427

Computed properties:
Net charge: -1
ΔE to the lowest compared entry with this formula, charge and spin: 3.7331 eV
Highest occupied orbital energy (spin up / spin down): -2.966 / -4.687 eV
Frontier orbital gap (spin up / spin down): 4.753 / 6.263 eV

Mulliken population analysis, charges in e, atoms 1 to 5: number 1, K, carries 0.949; number 2, O, carries -0.713; number 3, N, carries -0.659; number 4, N, carries -0.279; number 5, N, carries -0.058

***

Record 4
A single C5H8O2 molecule. Source: the OMol25 dataset; level of theory: ωB97M-V/def2-TZVPD.

CARTESIAN COORDINATES (ANGSTROEM)
O  -1.829  0.947  0.140
O  -1.518  -0.527  2.430
C  1.025  -0.367  -1.944
C  0.308  0.213  1.030
C  -0.325  -0.394  2.255
C  -0.260  0.207  -1.428
C  -0.607  0.408  -0.156
H  -1.003  0.487  -2.172
H  1.588  0.362  -2.539
H  0.693  1.194  1.356
H  1.195  -0.376  0.777
H  1.685  -0.729  -1.149
H  -2.145  0.500  0.945
H  0.385  -0.704  3.049
H  0.808  -1.222  -2.596

Computed properties:
SMILES: C/C=C(/O)CC=O
ΔE to the lowest compared entry with this formula, charge and spin: 1.0738 eV
Highest occupied orbital energy: -8.618 eV
Frontier orbital gap: 9.415 eV

natural (NBO) population analysis, charges in e, atoms 1 to 5: number 1, O, carries -0.701; number 2, O, carries -0.543; number 3, C, carries -0.632; number 4, C, carries -0.582; number 5, C, carries 0.461

***

Record 5
A molecular structure, C27H23MnN15O2S2. Source: the OMol25 dataset; level of theory: ωB97M-V/def2-TZVPD.

CARTESIAN COORDINATES (ANGSTROEM)
Mn  0.639  1.100  -0.517
S  3.927  0.896  2.478
S  -2.112  0.246  2.693
O  -1.784  0.748  4.013
O  -3.513  0.252  2.332
N  1.753  -0.680  2.277
N  4.059  -1.171  -1.394
N  0.929  2.689  -3.253
N  -0.669  2.465  0.010
N  -1.198  0.875  1.543
N  1.412  1.671  -2.502
N  -5.000  -4.017  -6.944
N  2.964  -0.469  0.260
N  2.502  -0.420  -3.095
N  2.443  2.629  1.295
N  1.723  1.225  -4.639
N  1.119  2.426  -4.497
N  4.071  -1.030  -0.083
N  2.164  -0.254  -0.778
N  1.822  1.450  1.039
C  -0.762  3.679  -0.565
C  -2.388  3.046  1.557
C  -4.395  -3.441  -6.153
C  3.503  2.543  1.994
C  -0.580  -3.359  3.655
C  2.890  -0.645  -1.810
C  -1.543  -1.431  2.613
C  -1.782  -1.306  -4.598
C  -2.160  -1.347  -3.250
C  -2.514  -1.989  -5.550
C  -2.483  4.270  0.958
C  -1.110  -3.397  1.320
C  2.519  0.285  1.533
C  3.997  4.036  3.948
C  -1.589  -2.102  1.396
C  -0.680  -0.040  -1.497
C  -3.636  -2.724  -5.167
C  -1.663  4.611  -0.129
C  4.286  3.718  2.481
C  -1.047  -2.051  3.743
C  -4.025  -2.765  -3.828
C  -0.068  -5.447  2.339
C  -1.382  -0.646  -2.280
C  -3.293  -2.078  -2.879
C  -0.599  -4.043  2.448
C  1.881  0.806  -3.402
C  -1.459  2.094  1.058
H  -3.594  -2.095  -1.839
H  4.016  4.564  1.847
H  -0.822  -6.122  1.931
H  0.798  -5.484  1.674
H  -1.019  -1.502  4.676
H  2.933  4.222  4.093
H  3.124  -0.763  -3.810
H  4.551  4.921  4.268
H  1.122  -1.206  1.679
H  0.239  -5.828  3.312
H  -1.123  -3.915  0.367
H  -2.222  -1.956  -6.591
H  -0.181  -3.845  4.537
H  1.173  -0.179  2.941
H  -0.110  3.850  -1.411
H  -1.731  5.571  -0.618
H  -4.901  -3.331  -3.542
H  4.283  3.204  4.596
H  -1.949  -1.588  0.516
H  -0.911  -0.729  -4.883
H  -2.998  2.781  2.406
H  -3.199  4.990  1.337
H  5.355  3.531  2.342

Computed properties:
Spin multiplicity: 5
Net charge: -1
ΔE to the lowest compared entry with this formula, charge and spin: 1.8452 eV
Highest occupied orbital energy (spin up / spin down): -5.709 / -5.804 eV
<S²>: 6.056
Frontier orbital gap (spin up / spin down): 7.362 / 7.445 eV

natural (NBO) population analysis, charges in e, atoms 1 to 5: number 1, Mn, carries 1.489; number 2, S, carries 0.252; number 3, S, carries 2.310; number 4, O, carries -0.978; number 5, O, carries -0.970